Computed, not measured: a cluster of 2 separate species, C39H38N2O4 in total, with the ωB97M-V functional and the def2-TZVPD basis.

```
! RIJCOSX wB97M-V def2-TZVPD def2/J DEFGRID3
* xyz 0 1
O -3.27 -1.64 -4.11
O 5.13 2.52 0.67
O -0.88 -0.87 -4.63
O 0.12 0.36 -3.03
N 2.39 0.41 0.16
N 3.38 1.54 1.83
C 5.07 -1.01 0.73
C 0.94 1.46 1.93
C 4.20 1.74 0.75
C -3.23 -1.00 -3.04
C -5.71 -1.05 -3.06
C -1.31 4.07 0.51
C -2.54 4.68 0.68
C -3.32 -3.97 0.18
C -3.40 -3.72 1.56
C 4.40 -2.15 1.16
C -4.65 -0.83 -0.90
C -2.76 -2.61 2.10
C -7.04 -1.20 -1.05
C 3.61 2.24 3.07
C 3.71 0.82 -0.35
C -3.10 3.09 2.42
C -2.02 -1.77 1.28
C 4.77 -2.76 2.37
C 0.27 -0.73 -0.08
C -2.50 -3.19 -0.63
C 1.01 0.73 -4.08
C -3.46 4.18 1.62
C -0.94 -0.37 -3.52
C -6.95 -1.17 -2.45
C -0.93 2.96 1.31
C 6.15 -0.51 1.47
C 4.69 -0.34 -0.57
C 6.53 -1.12 2.66
C -1.73 -2.14 -0.06
C 1.48 -0.29 -0.57
C -2.01 -0.45 -2.50
C -5.88 -1.05 -0.27
C -0.69 -1.46 -0.80
C 5.84 -2.25 3.11
C -4.53 -0.89 -2.29
C 2.20 0.73 1.57
C -1.85 2.48 2.28
C 0.36 2.33 1.09
C 2.31 1.27 -3.56
H -7.85 -1.28 -3.08
H -0.43 -1.82 -1.80
H -3.88 -4.79 -0.27
H 4.21 -3.63 2.72
H -3.99 -4.37 2.19
H 0.08 -0.51 0.98
H 0.50 1.49 -4.68
H 6.68 0.38 1.11
H 0.58 1.31 2.95
H -1.56 1.63 2.90
H 1.17 -0.15 -4.72
H 2.19 1.89 -2.67
H -8.01 -1.36 -0.56
H 5.58 0.11 -1.03
H -2.80 5.56 0.08
H 3.59 -2.56 0.56
H -4.43 4.66 1.75
H 4.27 -1.06 -1.29
H 1.85 -0.59 -1.56
H 6.16 -2.75 4.03
H -0.59 4.43 -0.23
H -2.42 -3.37 -1.71
H 2.75 1.88 -4.35
H -1.63 -0.83 1.68
H 7.36 -0.71 3.24
H -2.06 0.40 -1.82
H -2.82 -2.39 3.16
H 2.26 -0.18 2.20
H 3.83 1.53 3.87
H 3.01 0.45 -3.35
H 2.73 2.83 3.35
H 4.47 2.91 2.93
H -3.80 2.70 3.16
H -5.63 -1.11 -4.15
H -3.74 -0.69 -0.32
H 0.89 2.65 0.19
H -5.92 -1.13 0.82
H 3.57 1.40 -1.28
*
```

Its HOMO energy is -7.3602 eV. The frontier orbital gap is 6.21 eV. The value obtained for the total energy is -52227.3644 eV.

***

Computed, not measured: a structure of composition C39H38N2OPSc, with the ωB97M-V functional and the def2-TZVPD basis.

```
! RIJCOSX wB97M-V def2-TZVPD def2/J DEFGRID3
* xyz 0 1
Sc -0.44 0.43 0.10
P 1.73 0.46 1.83
O 0.41 -1.49 -0.23
N -0.57 -2.17 -0.78
N -1.55 -1.42 -1.01
C -5.04 -3.28 -2.44
C -2.37 1.97 -0.26
C 3.03 0.87 0.61
C 2.47 4.04 3.72
C 1.83 1.81 3.05
C -1.36 2.77 0.31
C -2.78 1.02 0.70
C 1.84 2.53 -3.09
C -1.13 2.30 1.62
C 2.27 -2.24 2.24
C 1.77 3.90 4.90
C -3.06 -3.37 0.77
C 2.45 -0.95 2.75
C 3.59 -3.16 4.03
C -2.11 -4.58 0.72
C -2.01 1.21 1.86
C -2.53 -2.32 1.74
C -2.71 -2.10 -1.50
C 2.51 3.00 2.79
C 3.76 -1.88 4.55
C 3.17 2.39 -2.81
C 5.34 1.12 -0.06
C -4.27 -2.49 -3.28
C -2.34 0.42 -3.55
C 2.59 1.41 -0.65
C -4.62 -3.50 -1.14
C 0.87 2.10 -2.15
C 2.84 -3.33 2.87
C 3.58 1.82 -1.57
C 4.95 1.67 -1.25
C 1.09 2.71 5.16
C -3.10 -1.89 -2.83
C -3.44 -2.93 -0.65
C -0.86 -1.55 -4.05
C 1.11 1.68 4.24
C -2.30 -1.08 -3.85
C 1.19 1.53 -0.94
C 4.36 0.72 0.88
C 3.20 -0.79 3.91
H -1.94 -4.97 1.72
H -5.20 -4.14 -0.49
H 2.70 -4.32 2.46
H -2.53 -5.38 0.10
H 3.34 0.20 4.34
H 1.52 2.98 -4.02
H -1.82 0.63 -2.62
H -0.18 2.24 -2.42
H 4.34 -1.74 5.45
H -0.47 -1.14 -4.99
H 3.06 3.11 1.87
H -2.82 -1.23 -4.79
H 0.57 0.76 4.44
H -1.50 -2.02 1.53
H -2.53 -2.75 2.75
H -3.36 0.79 -3.46
H -3.52 0.25 0.53
H -3.99 -3.73 1.21
H -0.80 -2.64 -4.11
H 1.74 4.71 5.62
H -5.96 -3.72 -2.80
H 4.03 -4.01 4.52
H -0.20 -1.22 -3.26
H 1.70 -2.37 1.33
H 0.53 2.60 6.08
H -1.15 -4.30 0.29
H -3.17 -1.43 1.76
H 4.68 0.31 1.83
H -2.06 0.63 2.76
H 6.39 1.00 0.16
H -1.84 0.98 -4.35
H -4.58 -2.33 -4.30
H 3.92 2.71 -3.52
H -0.82 3.57 -0.18
H -2.78 2.08 -1.26
H -0.41 2.70 2.31
H 5.69 1.98 -1.98
H 3.00 4.96 3.51
*
```

Its HOMO energy is -7.8555 eV. The frontier orbital gap is 8.31 eV. The value obtained for the total energy is -76077.8378 eV. The energy relative to the best compared isomer or geometry (same formula, charge and spin) is 0.0 kJ/mol.

***

Computed, not measured: a structure of composition C39H38N4P2PtS, with the ωB97M-V functional and the def2-TZVPD basis.

```
! RIJCOSX wB97M-V def2-TZVPD def2/J DEFGRID3
* xyz 2 1
Pt 1.19 -1.41 -0.81
S -2.61 4.50 -2.16
P 1.51 0.58 0.49
P -0.89 -0.28 -0.40
N 3.06 -2.27 -0.83
N 0.06 1.23 -0.21
N 0.84 -3.14 -1.93
N 1.90 -3.86 -2.04
C -2.49 0.51 -0.77
C -4.04 2.20 -0.02
C -0.69 2.56 -2.25
C 0.39 1.70 -1.58
C 3.06 4.36 0.79
C -2.78 6.01 -1.18
C 4.85 2.82 1.20
C -3.40 0.11 -1.74
C 3.99 1.76 0.96
C -2.35 -0.71 2.06
C 1.40 -0.60 3.03
C 2.19 3.31 0.56
C 2.66 1.99 0.62
C 0.22 0.38 4.88
C -1.32 -1.09 1.20
C -1.51 -5.56 -3.35
C -1.53 -2.94 -2.46
C -4.63 0.75 -1.84
C 0.22 1.48 2.75
C 5.38 -3.80 -1.06
C -0.17 1.44 4.08
C 4.39 4.12 1.11
C -2.69 -3.52 -2.93
C -2.82 1.56 0.09
C -0.33 -3.67 -2.41
C -0.92 -3.03 2.60
C 0.99 0.45 2.23
C -4.95 1.79 -0.98
C -1.91 -2.60 3.48
C -1.07 3.81 -1.46
C -0.64 -2.28 1.48
C 5.37 -2.59 -0.35
C 4.20 -1.87 -0.28
C 1.01 -0.64 4.36
C -0.34 -5.00 -2.88
C 4.22 -4.24 -1.64
C -2.69 -4.84 -3.38
C 3.05 -3.46 -1.51
C -2.63 -1.46 3.19
H -3.43 -1.14 3.85
H 5.87 2.62 1.47
H -2.13 -3.17 4.37
H 1.15 3.50 0.34
H -5.90 2.28 -1.06
H 1.32 -1.45 4.99
H -1.58 1.96 -2.43
H -0.39 -3.94 2.79
H -2.93 5.76 -0.13
H 6.26 -2.22 0.13
H -0.30 2.87 -3.23
H 2.69 5.37 0.73
H -3.60 -5.28 -3.74
H -3.60 -2.95 -2.96
H 4.17 -0.93 0.24
H 5.05 4.94 1.29
H 4.36 0.75 1.07
H -0.30 4.58 -1.53
H -3.65 6.53 -1.56
H 0.59 0.84 -2.25
H -1.53 -1.91 -2.15
H 4.16 -5.16 -2.19
H -4.28 3.01 0.65
H -0.77 2.23 4.49
H -1.26 3.57 -0.42
H -1.50 -6.58 -3.70
H -2.96 0.15 1.85
H -3.17 -0.68 -2.44
H 2.02 -1.39 2.62
H -5.33 0.43 -2.59
H -0.05 2.32 2.12
H 6.29 -4.37 -1.15
H 1.31 2.29 -1.53
H -2.10 1.87 0.84
H -1.89 6.62 -1.31
H 0.59 -5.55 -2.88
H -0.09 0.35 5.91
H 0.14 -2.65 0.79
*
```

Its HOMO energy is -12.3669 eV. The frontier orbital gap is 4.59 eV. The value obtained for the total energy is -79665.8869 eV.

***

Repeat the third record exactly.
Computed, not measured: a structure of composition C39H38N4P2PtS, with the ωB97M-V functional and the def2-TZVPD basis.

```
! RIJCOSX wB97M-V def2-TZVPD def2/J DEFGRID3
* xyz 2 1
Pt 1.19 -1.41 -0.81
S -2.61 4.50 -2.16
P 1.51 0.58 0.49
P -0.89 -0.28 -0.40
N 3.06 -2.27 -0.83
N 0.06 1.23 -0.21
N 0.84 -3.14 -1.93
N 1.90 -3.86 -2.04
C -2.49 0.51 -0.77
C -4.04 2.20 -0.02
C -0.69 2.56 -2.25
C 0.39 1.70 -1.58
C 3.06 4.36 0.79
C -2.78 6.01 -1.18
C 4.85 2.82 1.20
C -3.40 0.11 -1.74
C 3.99 1.76 0.96
C -2.35 -0.71 2.06
C 1.40 -0.60 3.03
C 2.19 3.31 0.56
C 2.66 1.99 0.62
C 0.22 0.38 4.88
C -1.32 -1.09 1.20
C -1.51 -5.56 -3.35
C -1.53 -2.94 -2.46
C -4.63 0.75 -1.84
C 0.22 1.48 2.75
C 5.38 -3.80 -1.06
C -0.17 1.44 4.08
C 4.39 4.12 1.11
C -2.69 -3.52 -2.93
C -2.82 1.56 0.09
C -0.33 -3.67 -2.41
C -0.92 -3.03 2.60
C 0.99 0.45 2.23
C -4.95 1.79 -0.98
C -1.91 -2.60 3.48
C -1.07 3.81 -1.46
C -0.64 -2.28 1.48
C 5.37 -2.59 -0.35
C 4.20 -1.87 -0.28
C 1.01 -0.64 4.36
C -0.34 -5.00 -2.88
C 4.22 -4.24 -1.64
C -2.69 -4.84 -3.38
C 3.05 -3.46 -1.51
C -2.63 -1.46 3.19
H -3.43 -1.14 3.85
H 5.87 2.62 1.47
H -2.13 -3.17 4.37
H 1.15 3.50 0.34
H -5.90 2.28 -1.06
H 1.32 -1.45 4.99
H -1.58 1.96 -2.43
H -0.39 -3.94 2.79
H -2.93 5.76 -0.13
H 6.26 -2.22 0.13
H -0.30 2.87 -3.23
H 2.69 5.37 0.73
H -3.60 -5.28 -3.74
H -3.60 -2.95 -2.96
H 4.17 -0.93 0.24
H 5.05 4.94 1.29
H 4.36 0.75 1.07
H -0.30 4.58 -1.53
H -3.65 6.53 -1.56
H 0.59 0.84 -2.25
H -1.53 -1.91 -2.15
H 4.16 -5.16 -2.19
H -4.28 3.01 0.65
H -0.77 2.23 4.49
H -1.26 3.57 -0.42
H -1.50 -6.58 -3.70
H -2.96 0.15 1.85
H -3.17 -0.68 -2.44
H 2.02 -1.39 2.62
H -5.33 0.43 -2.59
H -0.05 2.32 2.12
H 6.29 -4.37 -1.15
H 1.31 2.29 -1.53
H -2.10 1.87 0.84
H -1.89 6.62 -1.31
H 0.59 -5.55 -2.88
H -0.09 0.35 5.91
H 0.14 -2.65 0.79
*
```

Its HOMO energy is -12.3669 eV. The frontier orbital gap is 4.59 eV. The value obtained for the total energy is -79665.8869 eV.

***

Q: Which value of frontier orbital gap does entry 3 give?
A: 4.59 eV

***

Please write out number 3 again, unchanged.
Computed, not measured: a structure of composition C39H38N4P2PtS, with the ωB97M-V functional and the def2-TZVPD basis.

```
! RIJCOSX wB97M-V def2-TZVPD def2/J DEFGRID3
* xyz 2 1
Pt 1.19 -1.41 -0.81
S -2.61 4.50 -2.16
P 1.51 0.58 0.49
P -0.89 -0.28 -0.40
N 3.06 -2.27 -0.83
N 0.06 1.23 -0.21
N 0.84 -3.14 -1.93
N 1.90 -3.86 -2.04
C -2.49 0.51 -0.77
C -4.04 2.20 -0.02
C -0.69 2.56 -2.25
C 0.39 1.70 -1.58
C 3.06 4.36 0.79
C -2.78 6.01 -1.18
C 4.85 2.82 1.20
C -3.40 0.11 -1.74
C 3.99 1.76 0.96
C -2.35 -0.71 2.06
C 1.40 -0.60 3.03
C 2.19 3.31 0.56
C 2.66 1.99 0.62
C 0.22 0.38 4.88
C -1.32 -1.09 1.20
C -1.51 -5.56 -3.35
C -1.53 -2.94 -2.46
C -4.63 0.75 -1.84
C 0.22 1.48 2.75
C 5.38 -3.80 -1.06
C -0.17 1.44 4.08
C 4.39 4.12 1.11
C -2.69 -3.52 -2.93
C -2.82 1.56 0.09
C -0.33 -3.67 -2.41
C -0.92 -3.03 2.60
C 0.99 0.45 2.23
C -4.95 1.79 -0.98
C -1.91 -2.60 3.48
C -1.07 3.81 -1.46
C -0.64 -2.28 1.48
C 5.37 -2.59 -0.35
C 4.20 -1.87 -0.28
C 1.01 -0.64 4.36
C -0.34 -5.00 -2.88
C 4.22 -4.24 -1.64
C -2.69 -4.84 -3.38
C 3.05 -3.46 -1.51
C -2.63 -1.46 3.19
H -3.43 -1.14 3.85
H 5.87 2.62 1.47
H -2.13 -3.17 4.37
H 1.15 3.50 0.34
H -5.90 2.28 -1.06
H 1.32 -1.45 4.99
H -1.58 1.96 -2.43
H -0.39 -3.94 2.79
H -2.93 5.76 -0.13
H 6.26 -2.22 0.13
H -0.30 2.87 -3.23
H 2.69 5.37 0.73
H -3.60 -5.28 -3.74
H -3.60 -2.95 -2.96
H 4.17 -0.93 0.24
H 5.05 4.94 1.29
H 4.36 0.75 1.07
H -0.30 4.58 -1.53
H -3.65 6.53 -1.56
H 0.59 0.84 -2.25
H -1.53 -1.91 -2.15
H 4.16 -5.16 -2.19
H -4.28 3.01 0.65
H -0.77 2.23 4.49
H -1.26 3.57 -0.42
H -1.50 -6.58 -3.70
H -2.96 0.15 1.85
H -3.17 -0.68 -2.44
H 2.02 -1.39 2.62
H -5.33 0.43 -2.59
H -0.05 2.32 2.12
H 6.29 -4.37 -1.15
H 1.31 2.29 -1.53
H -2.10 1.87 0.84
H -1.89 6.62 -1.31
H 0.59 -5.55 -2.88
H -0.09 0.35 5.91
H 0.14 -2.65 0.79
*
```

Its HOMO energy is -12.3669 eV. The frontier orbital gap is 4.59 eV. The value obtained for the total energy is -79665.8869 eV.

***

What did the first record say?
Computed, not measured: a cluster of 2 separate species, C39H38N2O4 in total, with the ωB97M-V functional and the def2-TZVPD basis.

```
! RIJCOSX wB97M-V def2-TZVPD def2/J DEFGRID3
* xyz 0 1
O -3.27 -1.64 -4.11
O 5.13 2.52 0.67
O -0.88 -0.87 -4.63
O 0.12 0.36 -3.03
N 2.39 0.41 0.16
N 3.38 1.54 1.83
C 5.07 -1.01 0.73
C 0.94 1.46 1.93
C 4.20 1.74 0.75
C -3.23 -1.00 -3.04
C -5.71 -1.05 -3.06
C -1.31 4.07 0.51
C -2.54 4.68 0.68
C -3.32 -3.97 0.18
C -3.40 -3.72 1.56
C 4.40 -2.15 1.16
C -4.65 -0.83 -0.90
C -2.76 -2.61 2.10
C -7.04 -1.20 -1.05
C 3.61 2.24 3.07
C 3.71 0.82 -0.35
C -3.10 3.09 2.42
C -2.02 -1.77 1.28
C 4.77 -2.76 2.37
C 0.27 -0.73 -0.08
C -2.50 -3.19 -0.63
C 1.01 0.73 -4.08
C -3.46 4.18 1.62
C -0.94 -0.37 -3.52
C -6.95 -1.17 -2.45
C -0.93 2.96 1.31
C 6.15 -0.51 1.47
C 4.69 -0.34 -0.57
C 6.53 -1.12 2.66
C -1.73 -2.14 -0.06
C 1.48 -0.29 -0.57
C -2.01 -0.45 -2.50
C -5.88 -1.05 -0.27
C -0.69 -1.46 -0.80
C 5.84 -2.25 3.11
C -4.53 -0.89 -2.29
C 2.20 0.73 1.57
C -1.85 2.48 2.28
C 0.36 2.33 1.09
C 2.31 1.27 -3.56
H -7.85 -1.28 -3.08
H -0.43 -1.82 -1.80
H -3.88 -4.79 -0.27
H 4.21 -3.63 2.72
H -3.99 -4.37 2.19
H 0.08 -0.51 0.98
H 0.50 1.49 -4.68
H 6.68 0.38 1.11
H 0.58 1.31 2.95
H -1.56 1.63 2.90
H 1.17 -0.15 -4.72
H 2.19 1.89 -2.67
H -8.01 -1.36 -0.56
H 5.58 0.11 -1.03
H -2.80 5.56 0.08
H 3.59 -2.56 0.56
H -4.43 4.66 1.75
H 4.27 -1.06 -1.29
H 1.85 -0.59 -1.56
H 6.16 -2.75 4.03
H -0.59 4.43 -0.23
H -2.42 -3.37 -1.71
H 2.75 1.88 -4.35
H -1.63 -0.83 1.68
H 7.36 -0.71 3.24
H -2.06 0.40 -1.82
H -2.82 -2.39 3.16
H 2.26 -0.18 2.20
H 3.83 1.53 3.87
H 3.01 0.45 -3.35
H 2.73 2.83 3.35
H 4.47 2.91 2.93
H -3.80 2.70 3.16
H -5.63 -1.11 -4.15
H -3.74 -0.69 -0.32
H 0.89 2.65 0.19
H -5.92 -1.13 0.82
H 3.57 1.40 -1.28
*
```

Its HOMO energy is -7.3602 eV. The frontier orbital gap is 6.21 eV. The value obtained for the total energy is -52227.3644 eV.